DFT (ωB97M-V/def2-TZVPD) results for an isolated molecule of C5H7NO.

Each line ends with the Mulliken charge.
Geometry (Å):
C1 -0.972 -0.464 -1.425  -0.84
C2 0.220 -0.045 -0.995  0.57
C3 1.403 -0.802 -1.293  0.19
N1 2.373 -1.410 -1.528  -0.46
C4 0.373 1.140 -0.065  -0.58
O1 0.673 0.738 1.248  -0.36
C5 -0.254 -0.169 1.804  -0.64
H1 -1.100 -1.371 -2.006  0.32
H2 -1.864 0.108 -1.184  0.29
H3 1.200 1.788 -0.372  0.33
H4 -0.561 1.724 -0.106  0.36
H5 -0.104 -1.190 1.431  0.27
H6 -1.300 0.118 1.611  0.30
H7 -0.087 -0.164 2.880  0.25

Computed properties:
* structure (SMILES): C=C(C#N)COC
* spin multiplicity: 1
* molar mass: 97.12 g mol⁻¹
* orbital gap: 10.73 eV
* E_HOMO: -10.45 eV